1.
ORCA calculation (wB97M-V/def2-TZVPD) on 4 unconnected molecules or ions with the total composition C11H25N3O7.

For the orbital gap, the calculation gives 9.76 eV. As for the energy relative to the best compared isomer or geometry (same formula, charge and spin): 304.1 kJ/mol. For the largest force on an atom, the calculation gives 8.17 eV Å⁻¹. As for the total energy: -1125.0146 Eh. As for the SMILES: C[C@@H](O)COCOC=O.CC(N)=O.CC(N)=O.CC(N)=O.

Last column: natural (NBO) charge in e.
CARTESIAN COORDINATES (ANGSTROEM)
C  -1.184  1.338  1.062  -0.681
C  0.047  0.551  0.274  0.092
O  -0.483  -0.093  -0.944  -0.752
C  1.135  1.755  -0.128  -0.102
O  1.265  2.590  1.077  -0.559
C  2.430  3.491  1.008  0.201
O  3.265  3.314  2.210  -0.523
C  3.898  1.987  2.259  0.629
O  4.106  1.162  1.229  -0.612
H  -1.380  2.387  0.562  0.212
H  -2.150  0.673  1.003  0.261
H  -0.842  1.508  2.181  0.223
H  0.628  -0.211  0.954  0.173
H  -1.167  -0.782  -0.637  0.466
H  2.118  1.214  -0.465  0.208
H  0.693  2.366  -1.046  0.176
H  3.018  3.447  -0.007  0.193
H  1.990  4.598  1.077  0.195
H  4.296  1.619  3.322  0.180
O  4.427  -4.586  1.578  -0.627
C  4.434  -3.394  1.863  0.666
N  4.492  -2.442  0.891  -0.827
C  4.379  -2.888  3.275  -0.709
H  4.500  -1.450  1.076  0.408
H  4.530  -2.759  -0.069  0.402
H  5.243  -3.270  3.825  0.242
H  3.457  -3.241  3.746  0.240
H  4.395  -1.795  3.316  0.204
O  -3.846  -0.147  1.299  -0.624
C  -4.379  -1.057  0.673  0.681
N  -3.632  -2.027  0.076  -0.819
C  -5.866  -1.179  0.511  -0.710
H  -4.025  -2.794  -0.449  0.402
H  -2.627  -1.965  0.172  0.387
H  -6.245  -0.286  0.006  0.248
H  -6.327  -1.266  1.499  0.248
H  -6.139  -2.058  -0.081  0.208
O  -2.527  1.376  -5.829  -0.627
C  -2.120  0.955  -4.752  0.668
N  -1.061  1.539  -4.127  -0.828
C  -2.737  -0.216  -4.043  -0.712
H  -0.690  1.229  -3.241  0.408
H  -0.628  2.330  -4.586  0.400
H  -2.672  -1.098  -4.686  0.239
H  -3.787  0.008  -3.832  0.238
H  -2.229  -0.433  -3.099  0.211

=====

2.
ORCA calculation (wB97M-V/def2-TZVPD) on 3 unconnected molecules or ions with the total composition C35H51BrClF2O2PS.

For the orbital gap, the calculation gives 7.34 eV. For the largest force on an atom, the calculation gives 4.69 eV Å⁻¹. As for the total energy: -5487.8284 Eh. As for the SMILES: CC[C@H](F)c1c(CC(C)C)cc2c(c1CCF)C(=O)c1c(cc(Cl)c(Br)c1[PH2]=S)C2=O.CCCCCC.CCCCCC.

Last column: Mulliken charge in e.
CARTESIAN COORDINATES (ANGSTROEM)
C  -0.459  4.689  1.685  -0.669
C  0.538  4.502  0.437  -0.476
C  -0.189  4.149  -0.953  0.167
F  -0.896  5.265  -1.537  -0.361
C  -1.061  2.820  -0.819  0.288
C  -2.584  2.748  -0.562  0.502
C  -3.447  4.109  -0.406  -0.880
C  -4.617  3.961  0.722  0.423
C  -6.073  3.746  0.072  -1.242
C  -4.698  5.325  1.607  -1.392
C  -3.402  1.420  -0.391  -0.767
C  -2.628  0.088  -0.487  0.339
C  -1.080  0.151  -0.785  0.493
C  -0.280  1.460  -0.955  0.388
C  1.288  1.345  -1.218  -0.800
C  1.720  1.371  -2.766  -0.358
F  0.668  1.058  -3.688  -0.282
C  -0.347  -1.282  -0.870  -0.370
O  0.512  -1.575  -1.744  -0.399
C  -0.849  -2.340  0.245  0.175
C  -2.391  -2.395  0.563  0.551
C  -2.942  -3.348  1.644  -0.723
C  -1.881  -4.238  2.395  0.095
Cl  -2.507  -5.346  3.729  -0.179
C  -0.349  -4.183  2.074  -0.101
Br  0.907  -5.314  3.094  -0.086
C  0.208  -3.209  0.963  0.093
P  2.070  -3.182  0.642  0.128
S  3.043  -1.973  1.831  -0.371
C  -3.301  -1.365  -0.288  0.066
O  -4.444  -1.664  -0.719  -0.522
H  -1.520  4.289  1.509  -0.036
H  -0.040  4.068  2.567  0.317
H  -0.513  5.770  2.084  0.242
H  1.177  5.464  0.362  0.457
H  1.291  3.680  0.747  0.222
H  0.663  3.904  -1.696  0.069
H  -3.947  4.407  -1.401  0.367
H  -2.798  4.983  -0.060  0.403
H  -4.351  3.134  1.484  0.329
H  -6.836  4.155  0.821  0.353
H  -6.319  2.654  -0.152  0.325
H  -6.150  4.403  -0.873  0.271
H  -5.082  6.222  1.014  0.279
H  -5.377  5.055  2.505  0.426
H  -3.665  5.561  2.075  0.316
H  -4.522  1.388  -0.186  0.157
H  1.784  2.243  -0.705  0.197
H  1.731  0.389  -0.743  0.239
H  2.193  2.398  -2.966  0.353
H  2.556  0.586  -2.895  0.301
H  -4.057  -3.392  1.897  0.386
H  2.529  -4.554  0.772  0.157
H  2.410  -2.801  -0.706  0.069
C  0.005  -2.597  6.168  -0.918
C  1.244  -1.712  6.145  -0.473
C  2.547  -2.502  6.007  -0.262
C  2.849  -3.466  7.158  -0.722
C  2.919  -2.825  8.545  -0.419
C  4.032  -1.794  8.675  -1.179
H  0.008  -3.275  7.025  0.270
H  -0.896  -1.982  6.236  0.392
H  -0.062  -3.195  5.256  0.092
H  1.266  -1.088  7.043  0.284
H  1.164  -1.024  5.296  0.367
H  3.375  -1.794  5.896  0.300
H  2.517  -3.076  5.073  0.098
H  3.804  -3.963  6.950  0.386
H  2.096  -4.262  7.176  0.305
H  3.087  -3.615  9.285  0.362
H  1.960  -2.364  8.803  0.242
H  5.007  -2.246  8.467  0.291
H  4.057  -1.392  9.692  0.374
H  3.888  -0.954  7.992  0.281
C  3.114  0.234  -9.065  -1.194
C  3.027  -1.150  -8.437  -0.361
C  1.635  -1.775  -8.546  -0.743
C  0.520  -1.013  -7.824  -0.841
C  0.742  -0.796  -6.326  -0.090
C  0.819  -2.095  -5.536  -0.812
H  2.453  0.946  -8.567  0.285
H  4.134  0.620  -8.987  0.371
H  2.847  0.198  -10.125  0.295
H  3.344  -1.100  -7.391  0.262
H  3.743  -1.808  -8.943  0.359
H  1.681  -2.801  -8.166  0.306
H  1.366  -1.861  -9.606  0.405
H  -0.420  -1.559  -7.967  0.385
H  0.375  -0.038  -8.303  0.329
H  -0.089  -0.200  -5.935  0.320
H  1.648  -0.207  -6.154  0.151
H  -0.099  -2.679  -5.656  0.291
H  0.945  -1.881  -4.471  0.003
H  1.664  -2.711  -5.851  0.281